Record 1
Formula: C13H12O5PSr
Source: OMol25
Level of theory: ωB97M-V with the def2-TZVPD basis set

Cartesian coordinates (Å):
Sr -1.43414 -0.05850 -2.25658
P -1.89726 0.58233 1.52994
O 1.69273 -2.06663 -2.00902
O 2.12102 1.29128 -2.67415
O 0.97610 1.12885 -5.96830
O 0.63228 -2.13162 -4.77990
O -0.82981 -5.44045 -3.45253
C 0.66091 -1.55305 -2.07269
C 0.92176 0.90987 1.93492
C 2.04494 1.00991 2.76171
C 0.66747 -0.92689 -4.65051
C 1.90631 0.96714 4.15411
C -0.49187 0.73306 3.90908
C 1.00490 1.05129 -2.52018
C -1.54713 1.76103 0.15085
C 0.63356 0.82988 4.72643
C 0.98153 0.18085 -5.25291
C -0.35276 0.76802 2.50556
C 0.03005 -4.69402 -3.57682
C -1.53248 -1.00754 0.65991
H -0.56479 -1.05217 0.13166
H -1.48575 -1.78814 1.42599
H 3.03535 1.12115 2.31301
H -2.40498 1.78495 -0.54324
H 0.51729 0.79742 5.81194
H -1.48925 0.63001 4.34690
H -2.38143 -1.28143 0.00931
H -0.59398 1.58946 -0.38204
H 2.78652 1.03899 4.79426
H -3.19400 0.10664 -2.45824
H 1.05731 0.95211 0.85026
H -1.47040 2.76619 0.58127

- HOMO (spin up / spin down) (eV) = -11.56 / -11.56
- relative energy (zero: lowest compared OMol25 entry of this formula, charge and spin) (eV) = 4.789
- HOMO-LUMO gap (spin up / spin down) (eV) = 5.4629 / 5.2149
- total charge = +1

---

Record 2
Formula: C4H9ISi
Source: OMol25
Level of theory: ωB97M-V with the def2-TZVPD basis set

Cartesian coordinates (Å):
I -0.55182 0.48038 -2.96342
Si -0.11660 -0.09230 -0.57988
C -1.18323 1.04327 0.45176
C 2.52816 0.89150 -0.21408
C -0.24774 -1.96598 -0.38590
C -2.01381 0.66903 1.41159
H -0.45898 -2.24775 0.64102
H 2.36087 1.91241 0.06477
H -2.17646 -0.36379 1.67553
H 2.96052 0.73953 -1.18358
H -1.03511 -2.36789 -1.02012
H 2.91599 0.26125 0.56390
H 0.68520 -2.44007 -0.67733
H -2.59542 1.38209 1.97700
H -1.07157 2.09830 0.23874

- HOMO (eV) = -8.07
- relative energy (zero: lowest compared OMol25 entry of this formula, charge and spin) (eV) = 1.682
- HOMO-LUMO gap (eV) = 8.2423

---

Record 3
Formula: C53H91F2NO20S
Source: OMol25
Level of theory: ωB97M-V with the def2-TZVPD basis set

Cartesian coordinates (Å):
S 0.22058 3.12466 -4.18455
F 1.86089 1.77560 0.81733
F 8.46813 1.60304 -0.13514
O -0.33346 -1.70995 -0.99727
O -5.04921 2.24649 1.81964
O -7.47828 -3.75656 -3.43956
O -3.38428 -7.87604 -0.73063
O 3.06312 -2.67524 3.66105
O 9.07368 1.57296 -4.48856
O 5.62191 1.12005 -0.53571
O -3.46860 -5.75225 -0.21242
O -3.16692 -1.29932 5.36103
O -7.63812 -1.93503 -2.24086
O -7.54282 5.23617 3.69135
O 9.02094 3.86266 -2.79823
O 3.96078 -0.68093 3.54571
O -4.94325 0.43288 0.61798
O 11.07693 0.99826 -5.14423
O 5.78846 3.71329 -4.56074
O -8.85080 6.89133 4.28121
O -4.11476 -3.05780 4.48248
O -1.68613 -2.01056 0.67656
O 8.31353 4.97865 -3.35344
N -2.15826 2.60208 2.70203
C -6.05635 3.67565 4.85130
C -5.54173 1.58028 0.94235
C -0.48614 2.61528 -0.70832
C -3.51455 -8.94897 -1.66835
C 6.32340 4.02044 -2.28267
C 2.95969 4.16172 -5.01304
C 5.42240 3.60858 -3.41224
C 3.38184 -1.40622 0.27895
C 5.24117 -2.52400 4.58786
C -3.50007 -6.58211 -1.07902
C -3.28068 -0.08222 7.47857
C -0.72612 -3.98991 -0.43931
C 6.28992 3.30920 -1.14883
C -6.26069 4.58845 3.66163
C -5.06013 -0.08077 -1.76019
C 4.03113 2.34474 -1.81828
C 6.16336 0.20588 2.97013
C -7.50698 -4.29585 -5.82556
C 2.92009 3.35413 -3.74271
C -2.02884 3.00211 1.27930
C 7.20645 5.21647 -2.52015
C -2.22381 -9.21992 -2.41225
C 1.71161 2.83513 -3.23190
C 12.39891 0.51165 -4.88622
C 8.49241 2.95999 0.14353
C -5.47228 -0.47891 -0.36054
C -2.49344 -2.82445 1.54763
C 5.33472 2.14635 -1.10821
C 1.64380 2.09445 -2.03857
C 2.31924 -0.38756 -0.15797
C -1.71453 -3.35147 2.72651
C 12.47906 -0.99818 -4.96479
C 4.00221 -1.97489 3.91671
C -9.19671 -2.07475 -4.02366
C -1.21837 1.98181 0.46814
C 0.30663 1.58828 -1.54743
C -7.97680 -4.65931 -4.43279
C 10.35318 0.43810 -2.84683
C 2.83417 1.84634 -1.31657
C -6.75309 2.05364 0.17427
C -3.59686 -6.19620 -2.53642
C 4.97272 0.26507 3.90351
C -4.25618 -2.04698 5.11549
C -3.22344 -0.00390 5.96736
C -0.91039 -2.50011 -0.29179
C 7.09999 3.58320 0.09299
C 2.76436 1.07835 -0.01344
C -5.59877 -1.63019 5.66807
C 4.07839 3.09100 -3.00788
C -7.78189 6.35728 4.39403
C -6.72922 6.88847 5.34142
C 10.12467 1.05809 -4.20177
C -8.06774 -2.58109 -3.15759
H 5.85095 -1.78088 5.09401
H 11.85723 -1.47652 -4.20810
H 5.84643 -3.01895 3.82915
H -6.41794 -4.26719 -5.85773
H -5.71357 6.58254 5.10771
H -1.61088 3.26116 3.24250
H -6.77753 7.97412 5.31950
H -1.91294 1.21094 0.11339
H -1.91555 -8.36461 -3.01361
H 4.92494 -3.26640 5.31615
H 0.42906 0.67771 -0.97153
H -5.68966 -0.56905 5.88267
H -3.97554 -6.97748 -3.18955
H -0.90730 -4.01972 2.41736
H 12.76830 0.89788 -3.93551
H -4.35140 -8.76681 -2.34424
H -3.26438 0.92026 7.90704
H -0.63092 -4.20681 -1.50205
H -2.34360 -10.07800 -3.07405
H 5.25849 0.14447 4.95015
H 1.39795 -0.51502 0.40698
H -1.52500 3.97608 1.22909
H -6.35895 -1.90211 4.94025
H -1.23194 3.10537 -1.34797
H -5.77863 -2.19327 6.58334
H 7.20492 4.66036 0.23522
H -5.45332 0.89999 -2.03281
H -7.41685 2.56717 0.86662
H -9.73765 -2.84796 -4.56154
H -6.26216 3.99892 2.75101
H -5.10074 3.15828 4.76486
H -6.97612 6.55184 6.34768
H -6.41927 2.76833 -0.57754
H -7.57310 -5.62755 -4.14242
H -3.11864 2.73807 2.99445
H 5.84711 0.36627 1.93848
H -2.99172 -3.61511 0.98684
H -9.89771 -1.54468 -3.38420
H -3.78135 -9.80943 -1.05744
H 4.47755 1.23152 3.82000
H -4.18237 -0.58785 7.82530
H -2.42203 -0.63676 7.85684
H 2.07504 -0.57236 -1.20509
H 9.88868 -0.54754 -2.84330
H 4.38541 -0.97955 0.23153
H 6.89205 0.97570 3.22859
H -3.97261 -0.03044 -1.83092
H -2.60378 -5.90276 -2.87625
H -3.01890 3.12220 0.84082
H 2.08358 4.80537 -5.07557
H 13.50819 -1.32756 -4.82033
H -4.04623 0.57740 5.54898
H -0.53318 1.47833 1.15053
H 6.66286 -0.76230 3.00926
H -9.06292 -4.73575 -4.36879
H -4.25408 -5.33329 -2.61065
H -5.42921 -0.80998 -2.47773
H 6.63797 5.97929 -3.06243
H -5.46190 5.32498 3.56171
H 6.52293 3.21250 0.94685
H 11.39743 0.33884 -2.56525
H 3.84322 4.79675 -5.04445
H -7.87418 -3.31732 -6.13473
H 2.98785 3.51904 -5.89413
H 3.71780 1.10625 0.50742
H -5.03839 -1.44370 -0.10627
H -7.31137 1.26156 -0.31641
H -1.53988 -4.58927 -0.04189
H 12.13742 -1.34075 -5.94125
H 7.51737 5.65637 -1.56558
H -2.30210 0.48047 5.65024
H 8.94674 3.21167 -3.51803
H -7.85751 -5.03546 -6.54567
H -1.26141 -2.52612 3.27660
H 8.90178 3.09221 1.15058
H -8.78286 -1.36835 -4.74261
H -0.28958 1.33131 -2.42349
H -6.06974 4.22409 5.79432
H -6.55097 -0.57846 -0.25448
H 9.16042 3.45932 -0.56194
H -6.85117 2.93040 4.88938
H -1.42302 -9.43461 -1.70507
H 0.16641 3.41435 -0.34074
H 9.84905 1.05286 -2.10311
H 0.20387 -4.26878 0.05627
H -2.38253 -3.88160 3.39747
H -0.35189 3.99515 -3.34326
H 13.00711 0.96008 -5.66942
H 3.37256 -2.28514 -0.36740
H -3.26443 -2.13915 1.89680
H 3.21023 -1.74181 1.30320

- HOMO (eV) = -8.48
- HOMO-LUMO gap (eV) = 8.1538

---

Record 4
Formula: C22H32N6O8
Source: OMol25
Level of theory: ωB97M-V with the def2-TZVPD basis set

Cartesian coordinates (Å):
O 1.53090 6.33985 -2.98513
O -3.31388 -0.20708 3.61023
O 0.88371 4.17189 -2.57144
O -3.12780 -0.28373 1.29154
O 0.03817 3.15335 2.28278
O -2.90634 1.70076 2.32265
O 1.50022 5.45697 -0.93880
O 0.64145 1.54499 0.97545
N -0.19539 -3.44689 5.43895
N -0.38691 -3.70250 1.65219
N -2.32608 -5.81787 -1.92120
N -0.16413 -2.78719 -2.16203
N 0.98807 0.74778 -3.28018
N 2.94650 -2.57612 -7.15094
C 0.82532 4.44399 -0.30298
C 1.22558 1.60231 3.38149
C 2.63386 -2.63371 -6.03783
C 0.20536 -1.99771 -1.35905
C 0.75466 -1.01238 -0.39867
C 0.43659 -6.06150 0.90636
C -2.64920 -4.75021 -1.48136
C 0.63576 2.05215 2.12953
C 1.63173 -2.49378 3.80036
C -3.15678 0.35396 2.51005
C -2.84374 1.97416 0.93784
C 1.09720 2.81181 4.26617
C 0.72680 1.51396 -4.10331
C -2.95053 -3.45639 -0.96024
C -3.02051 0.62556 0.24612
C 1.37281 5.36555 -2.24067
C 0.30189 2.49315 -5.11866
C 2.17540 -2.76609 -4.64203
C 0.61046 -3.02630 4.69797
C -0.01753 -4.75049 1.28617
C -0.12327 3.53159 3.66101
C 0.67799 3.38215 -1.39847
H 1.36019 3.99338 0.53307
H 0.27831 -1.22296 0.55885
H 1.81453 -1.19928 -0.22591
H 0.73939 0.73549 3.82910
H 2.04425 -3.29130 3.18239
H -3.67704 2.65238 0.75423
H -0.33814 2.99038 -1.44417
H -4.00184 -3.28562 -1.19187
H 1.29869 -2.13066 -4.51662
H -0.70263 2.86899 -4.92427
H 0.70855 0.02327 -0.73543
H 0.44508 -6.06709 -0.18359
H 1.46400 2.62697 -1.40039
H 0.32338 1.94047 -6.05790
H -2.20730 0.48117 -0.46518
H -0.20476 -6.80808 1.37475
H 0.99635 2.56704 5.32353
H -2.42167 -2.68803 -1.52419
H 1.00683 3.31953 -5.20946
H 2.06264 -3.80069 -4.31802
H 1.14552 -1.70587 3.22514
H 1.98424 3.41323 4.06727
H 1.45839 -6.15555 1.27404
H 2.95244 -2.29916 -4.03680
H -2.84328 -3.43066 0.12417
H -0.13982 4.82461 0.03127
H 2.27184 1.45691 3.11258
H -1.08175 3.20100 4.06116
H -0.00252 4.61467 3.68240
H -3.97663 0.66972 -0.27540
H 2.48109 -2.19725 4.41580
H -1.89667 2.40698 0.61562

- HOMO (eV) = -10.98
- HOMO-LUMO gap (eV) = 10.9759

---

Number 1: strongest force on any atom 5.86 eV/Å. Number 2: strongest force on any atom 3.02 eV/Å. Number 3: strongest force on any atom 0.66 eV/Å. Number 4: strongest force on any atom 6.58 eV/Å.